(1)
Computed, not measured: a molecular structure, C23H22BrIrN4O3S at a distorted geometry, with wB97M-V/def2-TZVPD.

Calculated values
- <S²> = 6.051
- multiplicity = 5
- HOMO-LUMO gap (spin up / spin down) (eV) = 5.5 / 6.7
- LUMO level (spin up / spin down) (eV) = -7.2 / -7.4
- HOMO (spin up / spin down) (eV) = -12.735 / -14.176
- total charge = +2

Geometry as XYZ:
```
55
C23H22BrIrN4O3S, DFT wB97M-V/def2-TZVPD
Ir -0.4068 -0.1892 0.1211
C 0.0918 6.7487 5.2603
O 0.3578 5.8176 6.3010
C 1.1682 4.7928 6.0848
C 1.4077 3.9547 7.1945
C 2.1849 2.8418 7.0784
C 2.7746 2.5120 5.8308
C 2.5879 3.3943 4.7336
C 1.7792 4.4962 4.8550
N 3.4919 1.3908 5.7174
N 3.9913 0.8132 4.7378
C 3.3534 0.2428 3.7249
C 4.1374 -0.1112 2.5966
C 3.5706 -0.3646 1.3787
C 2.1734 -0.2715 1.2160
O 1.5967 -0.3079 0.0680
C 1.3503 -0.1179 2.3908
N 0.0031 -0.1640 2.1858
C -0.8080 -0.0522 3.2261
C -0.3311 0.0796 4.5268
C 1.0285 0.1511 4.7519
C 1.9043 0.0862 3.6637
H -0.6176 7.4585 5.6726
H -0.3556 6.2551 4.3938
H 0.9973 7.2789 4.9605
H 0.9608 4.2283 8.1409
H 2.3744 2.2035 7.9314
H 3.0865 3.1696 3.7989
H 1.6308 5.1356 3.9949
H 5.2140 -0.1098 2.7127
H 4.1810 -0.5945 0.5166
H -1.8727 -0.0909 3.0292
H -1.0244 0.1156 5.3550
H 1.4036 0.2356 5.7614
Br -7.0160 -0.7423 -0.6628
C -5.1701 -0.5615 -0.3932
C -4.3745 -1.6760 -0.1516
C -3.0250 -1.4932 0.0494
N -2.4354 -0.2809 0.0184
C -3.2143 0.7901 -0.2139
C -4.5722 0.6931 -0.4219
H -4.8017 -2.6678 -0.1240
H -2.3868 -2.3445 0.2492
H -2.7122 1.7471 -0.2345
H -5.1586 1.5819 -0.6031
C 1.2394 3.6930 -1.7361
S 0.7771 3.0015 -0.1415
C -0.1403 4.4322 0.4765
O -0.3284 1.9974 -0.4666
H 0.3375 3.8911 -2.3122
H 1.8705 2.9743 -2.2543
H 1.8011 4.6089 -1.5552
H -0.9588 4.6363 -0.2115
H 0.5319 5.2875 0.5341
H -0.5267 4.1918 1.4651
```

***

(2)
Computed, not measured: a molecular structure, C27H56Ca3NO16P2 at a distorted geometry, with wB97M-V/def2-TZVPD.

Calculated values
- multiplicity = 1
- HOMO-LUMO gap (eV) = 4.5
- LUMO level (eV) = 1.6
- HOMO (eV) = -2.877
- total charge = -1

Geometry as XYZ:
```
105
C27H56Ca3NO16P2, DFT wB97M-V/def2-TZVPD
Ca -1.7808 0.8571 -0.3963
Ca 0.5451 0.2890 -3.2585
Ca 2.8259 -1.5191 -1.4133
P 0.6344 -0.2769 -0.2697
O 2.0795 -0.3074 0.2159
O 0.6213 -1.2496 -1.4670
O 0.2034 0.9647 -1.1032
O -0.5064 -0.4549 0.7357
P 2.6648 -1.2132 -4.1888
O 2.6988 -0.0817 -3.1442
O 3.4204 -2.3647 -3.4997
O 3.4382 -1.1140 -5.5271
O 1.1971 -1.5120 -4.2922
O -3.3691 2.4287 -3.9353
C -2.8827 1.7474 -2.9443
O -1.8259 0.9968 -3.0070
O -3.3841 1.7748 -1.8008
H -4.0503 2.8137 -3.3792
C 1.2405 1.2432 4.8872
C 1.4587 0.0724 3.9408
C 2.7484 0.4317 3.3359
O 3.5500 1.0837 4.3201
C 2.6741 1.3934 5.4284
H 0.4200 1.1050 5.5913
H 1.0777 2.1498 4.3043
H 0.6351 0.0312 3.2280
H 1.4662 -0.8504 4.5209
H 2.4842 1.0359 2.4679
H 3.2523 -0.4901 3.0455
H 2.9807 2.3214 5.9110
H 2.9139 0.5874 6.1219
C -4.7446 -2.6322 -1.3088
C -3.9256 -3.0546 -0.0540
C -2.6358 -2.2463 -0.3960
O -3.1125 -0.9795 -0.8175
C -4.3652 -1.2066 -1.4205
H -5.8230 -2.7617 -1.2166
H -4.6003 -3.2098 -2.2218
H -3.7511 -4.1278 0.0229
H -4.3172 -2.7324 0.9108
H -2.1511 -2.7062 -1.2571
H -1.7790 -2.4866 0.2334
H -4.2364 -0.9619 -2.4749
H -5.2084 -0.5826 -1.1243
C -1.6595 5.1041 1.2870
C -0.4176 4.4548 1.7534
C -0.4749 2.9433 1.3965
O -1.3782 2.9992 0.2916
C -1.7722 4.3728 -0.0162
H -1.6526 6.1916 1.2124
H -2.4686 5.0054 2.0107
H -0.0918 4.6629 2.7725
H 0.3866 4.9717 1.2298
H -0.8221 2.3334 2.2305
H 0.5019 2.5793 1.0781
H -2.8232 4.3888 -0.3045
H -1.1875 4.8181 -0.8211
C 1.4883 4.6407 -2.9506
C 2.7600 4.4262 -3.7010
C 2.7565 2.9409 -3.9260
O 1.4284 2.4890 -3.6584
C 1.0022 3.2665 -2.5482
H 0.8656 5.2697 -3.5868
H 1.8177 5.2789 -2.1306
H 3.5872 4.6841 -3.0397
H 2.8706 5.0590 -4.5816
H 3.5701 2.4274 -3.4137
H 2.9843 2.9478 -4.9919
H 1.3521 2.8839 -1.5893
H -0.0836 3.1815 -2.5919
C -3.8944 0.5322 3.5332
C -4.9553 1.2039 2.7364
C -4.1954 1.8629 1.6359
O -3.3102 0.8869 1.2811
C -2.8323 0.1525 2.4450
H -4.2059 -0.3409 4.1066
H -3.5542 1.2949 4.2337
H -5.4704 1.9339 3.3608
H -5.6955 0.5601 2.2614
H -3.5702 2.7181 1.8925
H -4.8086 2.1725 0.7897
H -1.8110 0.3857 2.7463
H -2.8682 -0.9143 2.2238
C 4.6502 -4.9853 -1.6396
C 3.7884 -4.9973 -0.3698
N 2.7326 -3.9876 -0.5061
C 1.7524 -4.3536 -1.5517
C 0.9238 -5.6620 -1.1981
C 2.1357 -3.8871 0.8014
C 3.0255 -3.0270 1.7601
H 5.5911 -5.5077 -1.4664
H 4.9061 -4.0052 -2.0424
H 4.1013 -5.5520 -2.3917
H 3.5495 -6.0547 -0.2563
H 4.4847 -4.5952 0.3661
H 2.3839 -4.4363 -2.4363
H 1.1309 -3.5133 -1.8613
H 0.3500 -5.5490 -0.2783
H 1.6676 -6.4566 -1.1387
H 0.2474 -5.8693 -2.0273
H 1.2148 -3.3172 0.6774
H 1.7256 -4.7662 1.2985
H 3.2952 -2.0088 1.4798
H 2.4133 -2.7629 2.6224
H 3.7805 -3.6802 2.1975
```

***

(3)
Computed, not measured: a molecular structure, C46H39AsAuBrN2O6P, with wB97M-V/def2-TZVPD.

Calculated values
- <S²> = 2.028
- multiplicity = 3
- HOMO-LUMO gap (spin up / spin down) (eV) = 8.4 / 4.8
- LUMO level (spin up / spin down) (eV) = -2.4 / -5.9
- HOMO (spin up / spin down) (eV) = -10.804 / -10.741
- total charge = +1

Geometry as XYZ:
```
97
C46H39AsAuBrN2O6P, DFT wB97M-V/def2-TZVPD
Au -0.2066 2.0810 -0.3980
O -4.3651 2.3292 1.5457
C -3.5394 1.9296 0.7408
O -2.3945 2.4017 0.4818
C -3.9462 0.6968 -0.0544
C -3.5282 0.5316 -1.4170
C -3.8048 -0.5961 -2.1521
C -4.5043 -1.5847 -1.4670
O -4.8904 -2.7717 -1.9011
C -5.5698 -3.4322 -0.8208
O -5.6195 -2.4906 0.2484
C -4.9484 -1.4099 -0.1230
C -4.6992 -0.2589 0.5948
H -2.9654 1.3413 -1.8644
H -3.5007 -0.7213 -3.1805
H -4.9900 -4.3015 -0.5120
H -6.5821 -3.6758 -1.1376
H -5.0421 -0.0974 1.6062
N 0.5272 1.9026 -3.4966
C -0.5064 2.7850 -3.3922
C -1.1641 3.2771 -4.5313
C -2.2044 4.1550 -4.3697
C -2.5951 4.5498 -3.0870
C -1.9176 4.0239 -2.0198
N -0.8985 3.1474 -2.1629
H 0.9834 1.8104 -4.3880
H 1.1073 1.7681 -2.6808
H -0.8333 2.9687 -5.5132
H -2.7167 4.5453 -5.2389
H -3.3979 5.2521 -2.9264
H -2.1741 4.2761 -1.0006
Br 5.5603 4.3023 1.4799
C 4.6248 4.0147 -0.1336
C 5.3982 3.9503 -1.2867
C 4.8033 3.7798 -2.5254
C 3.4190 3.6847 -2.6132
C 2.6662 3.7241 -1.4533
C 3.2500 3.8711 -0.1965
C 2.4097 3.8814 1.0325
O 2.7333 4.4469 2.0513
O 1.2358 3.2664 1.0230
H 6.4708 4.0503 -1.2025
H 5.4178 3.7471 -3.4146
H 2.9334 3.5999 -3.5759
H 1.5864 3.6858 -1.5117
C 0.4030 -1.0451 0.5612
C -1.1039 -1.2093 0.4424
As -1.7558 -2.9855 -0.0925
C -0.2667 -3.5138 -1.2219
C 0.8876 -4.1259 -0.7439
C 1.9332 -4.4156 -1.6102
C 1.8366 -4.0931 -2.9567
C 0.6875 -3.4846 -3.4413
C -0.3609 -3.2038 -2.5762
C -1.3909 -4.0005 1.5218
C -1.4004 -5.3921 1.4386
C -1.1923 -6.1650 2.5698
C -0.9789 -5.5554 3.7992
C -0.9830 -4.1729 3.8916
C -1.1872 -3.3957 2.7577
P 0.8522 0.6591 1.0644
C 2.6480 0.6590 0.9921
C 3.2487 0.3797 -0.2361
C 4.6273 0.3953 -0.3544
C 5.4117 0.6950 0.7531
C 4.8165 0.9823 1.9712
C 3.4337 0.9757 2.0940
C 0.2798 0.8012 2.7613
C -0.6421 1.7802 3.1184
C -1.1433 1.8107 4.4115
C -0.7134 0.8837 5.3485
C 0.2144 -0.0895 4.9971
C 0.7073 -0.1367 3.7040
H 0.8750 -1.2279 -0.4074
H 0.8538 -1.7457 1.2707
H -1.4780 -0.5179 -0.3198
H -1.6153 -0.9397 1.3695
H 0.9809 -4.3724 0.3071
H 2.8278 -4.8905 -1.2298
H 2.6519 -4.3240 -3.6289
H 0.6033 -3.2403 -4.4920
H -1.2629 -2.7387 -2.9650
H -1.5619 -5.8805 0.4832
H -1.1947 -7.2441 2.4920
H -0.8156 -6.1582 4.6820
H -0.8248 -3.6906 4.8474
H -1.1802 -2.3184 2.8620
H 2.6384 0.1502 -1.1037
H 5.0899 0.1836 -1.3091
H 6.4891 0.7212 0.6607
H 5.4261 1.2382 2.8263
H 2.9740 1.2452 3.0363
H -0.9814 2.5029 2.3907
H -1.8698 2.5640 4.6829
H -1.0994 0.9192 6.3583
H 0.5554 -0.8078 5.7306
H 1.4273 -0.9023 3.4359
```

***

Computed values of M (unit: g mol⁻¹) for the preceding records, in sequence: 706.642; 832.918; 1098.593.
Computed values of electronic energy (unit: eV) for the preceding records, in sequence: -120008.41720; -137067.06575; -207455.14483.
Computed values of relative energy (zero: lowest compared OMol25 entry of this formula, charge and spin) (unit: kcal/mol) for the preceding records, in sequence: 8.0; 53.7; 16.5.